# C25H32N3O

A 2-piece molecular cluster, C25H32N3O overall at a distorted geometry (ωB97M-V/def2-TZVPD, OMol25).

Structure (ORCA input):
```
! RIJCOSX wB97M-V def2-TZVPD def2/J DEFGRID3
* xyz 1 1
C 4.09129 -3.44131 -0.86780
C 5.25111 -2.50220 -1.18683
N 4.89810 -1.14837 -0.86106
C 5.86571 -0.08307 -0.72064
C 5.00193 1.17329 -0.46100
C 3.59369 0.69349 -0.55396
C 2.37411 1.31809 -0.42001
C 1.15968 0.55897 -0.59182
C -0.09516 1.19753 -0.36669
C -1.36361 0.54861 -0.29831
C -2.54592 1.32147 -0.57670
C -3.76014 0.69032 -0.69922
C -3.81931 -0.70930 -0.55159
N -5.08744 -1.16179 -0.67758
C -5.47287 -2.51373 -0.38426
C -4.31389 -3.45866 -0.68304
C -2.95423 -2.99121 -0.12098
C -2.72169 -1.51431 -0.21668
C -1.52095 -0.84719 0.00358
C -6.03512 -0.07667 -0.81507
C -5.14388 1.17791 -0.96673
C 1.27708 -0.80569 -1.02396
C 2.49377 -1.47632 -1.04873
C 3.63021 -0.68670 -0.82869
C 2.71614 -2.92772 -1.34002
H 4.29901 -4.41440 -1.32008
H 4.05519 -3.58193 0.21890
H 6.14425 -2.76887 -0.60404
H 5.52341 -2.58249 -2.25535
H 6.55489 -0.29707 0.10903
H 6.46804 0.01567 -1.63743
H 5.22074 1.58894 0.52927
H 5.22740 1.94530 -1.20633
H 2.32643 2.38348 -0.19066
H -0.11057 2.29052 -0.45982
H -2.46144 2.39615 -0.75007
H -5.78015 -2.60995 0.67416
H -6.35088 -2.75197 -0.99928
H -4.56080 -4.44389 -0.27909
H -4.22530 -3.56429 -1.77069
H -2.87657 -3.30219 0.93206
H -2.16420 -3.52816 -0.66287
H -0.66268 -1.41323 0.36951
H -6.69165 -0.24138 -1.68019
H -6.67785 -0.00731 0.07743
H -5.44514 1.95624 -0.25844
H -5.24213 1.58884 -1.98015
H 0.38394 -1.32884 -1.36365
H 2.61691 -3.11445 -2.42179
H 1.93798 -3.52075 -0.84539
O -0.51324 4.67385 4.30877
C 0.63291 5.07288 3.58333
C 1.07786 3.86491 2.78408
N -0.02773 3.14352 2.21936
H -0.71686 5.35971 4.96533
H 0.35818 5.87386 2.88549
H 1.44509 5.36060 4.26257
H 1.80850 4.19688 2.03192
H 1.57108 3.16543 3.46716
H -0.87170 3.69323 2.09835
H 0.20847 2.56570 1.42641
*
```

Values from the calculation:
* HOMO-LUMO gap: 5.723 eV
* energy relative to the best compared isomer or geometry (same formula, charge and spin): 1.8 kJ/mol
* molar mass: 390.55 g/mol

---

# C13H28Cl8O3

A 5-piece molecular cluster, C13H28Cl8O3 overall at a distorted geometry (ωB97M-V/def2-TZVPD, OMol25).

Structure (ORCA input):
```
! RIJCOSX wB97M-V def2-TZVPD def2/J DEFGRID3
* xyz 0 1
C 3.08981 2.02409 0.55966
O 3.46683 1.37434 1.74122
C 4.14445 0.14148 1.53392
C 3.42650 -0.99066 0.87612
O 2.76073 -1.70041 1.99282
C 1.70421 -2.54194 1.55781
C 1.18460 -3.35280 2.73169
O 1.90714 -4.58007 2.98854
C 1.50770 -5.67397 2.16298
H 2.54662 2.85732 0.98707
H 2.43854 1.39115 -0.04846
H 4.01262 2.35464 0.04146
H 4.52768 -0.18588 2.50964
H 5.02299 0.35344 0.89326
H 4.10771 -1.69518 0.32680
H 2.75973 -0.60382 0.14066
H 1.96303 -3.29223 0.81453
H 0.90857 -1.91065 1.12949
H 0.15617 -3.67782 2.53245
H 1.20994 -2.73851 3.57496
H 0.43987 -5.81747 2.10190
H 1.85141 -6.55175 2.60778
H 1.92649 -5.50964 1.20903
Cl -5.71459 5.94727 -1.30234
C -3.93939 5.48736 -1.31397
C -3.55677 4.21747 -2.04461
Cl -3.80496 2.75094 -0.95754
H -3.63417 5.53799 -0.33224
H -3.53676 6.34150 -1.78373
H -2.45619 4.08063 -2.23918
H -4.19652 4.03337 -2.92078
Cl 0.74374 2.84594 -2.05065
C 0.05693 1.70012 -3.26072
C 0.96268 0.50705 -3.44076
Cl 1.39367 -0.42148 -2.01042
H 0.10095 2.18852 -4.23102
H -0.97804 1.44866 -3.11681
H 1.89830 0.73671 -3.95609
H 0.45109 -0.13029 -4.17307
Cl -2.30692 -1.00232 -3.30958
C -2.15242 -1.60761 -1.51912
C -3.46975 -1.34579 -0.81661
Cl -3.63303 -2.53892 0.57380
H -1.19821 -1.17754 -1.15960
H -2.04346 -2.66897 -1.63125
H -4.22525 -1.64925 -1.48200
H -3.67727 -0.27555 -0.43077
Cl -3.16286 0.43896 2.59050
C -1.57408 1.14443 2.94342
Cl -0.51953 1.00421 1.53757
H -1.74291 2.23231 3.14844
H -1.14762 0.50060 3.72380
*
```

Values from the calculation:
* SMILES string: COCCOCCOC.ClCCCl.ClCCCl.ClCCCl.ClCCl
* HOMO-LUMO gap: 9.894 eV
* molar mass: 515.99 g/mol

---

# C5H13N2

An isolated ion of composition C5H13N2 and charge +1 at a distorted geometry (ωB97M-V/def2-TZVPD, OMol25).

Structure (ORCA input):
```
! RIJCOSX wB97M-V def2-TZVPD def2/J DEFGRID3
* xyz 1 1
C 0.45930 -0.41731 -1.14583
C -2.91798 -0.39654 0.45906
C 2.03907 -1.16539 0.63744
C 1.71123 1.23996 0.16159
C -1.74270 0.32704 -0.22019
N -0.63656 -0.56194 -0.29721
N 1.40876 -0.08900 -0.08753
H 0.68856 -1.27015 -1.70170
H 0.38083 0.40948 -1.81802
H -3.65768 0.24060 1.00630
H -3.45569 -0.80124 -0.42968
H -2.55780 -1.14143 1.04054
H 1.37754 -2.01016 0.41866
H 3.10000 -1.16689 0.30766
H 1.93848 -1.02179 1.69587
H 2.65604 1.79506 -0.34431
H 0.85836 1.84905 0.05273
H 2.01854 1.30673 1.27659
H -2.10320 0.93188 -1.15071
H -1.36468 1.20630 0.37363
*
```

Values from the calculation:
* HOMO-LUMO gap (spin up / spin down): 9.253 / 7.421 eV
* energy relative to the best compared isomer or geometry (same formula, charge and spin): 566.2 kJ/mol
* molar mass: 101.17 g/mol

---

# C24H57F3NO21PS5

A 6-piece molecular cluster, C24H57F3NO21PS5 overall at a distorted geometry (ωB97M-V/def2-TZVPD, OMol25).

Structure (ORCA input):
```
! RIJCOSX wB97M-V def2-TZVPD def2/J DEFGRID3
* xyz 0 1
C -2.23131 -2.02501 -0.32248
C -2.61702 -2.83755 -1.45580
C -3.94115 -2.40187 -2.18794
O -3.94957 -2.60881 -3.63116
P -3.01624 -1.46483 -4.43300
O -2.96163 -1.85705 -5.92824
O -1.40402 -1.40206 -3.90930
C -1.07101 -0.06616 -3.43063
C 0.42704 0.01805 -2.84224
O 0.50736 1.10727 -1.88871
C 1.42968 0.37935 -4.04073
N 1.76971 1.80839 -4.16014
O -3.60914 0.11523 -4.35748
C -5.04275 0.17113 -4.21252
C -5.37482 1.67120 -3.71569
O -4.54158 2.55979 -4.49798
C -5.04486 1.90505 -2.18134
F -6.23939 1.68189 -1.45966
F -4.69118 3.23428 -1.90285
F -3.99949 1.12772 -1.68291
H -2.33768 -2.35154 0.75232
H -1.85389 -0.98799 -0.58551
H -1.94475 -3.69786 -1.78887
H -4.17436 -1.31850 -1.88685
H -4.80253 -3.02249 -1.76924
H -1.09508 0.63015 -4.32759
H -1.76117 0.24052 -2.58749
H 0.62481 -0.99544 -2.35980
H -0.22851 1.05230 -1.25100
H 0.93603 0.03944 -5.00551
H 2.36073 -0.26364 -3.88425
H 0.94853 2.39437 -4.32453
H 2.34030 2.14345 -3.38220
H -5.48414 -0.59022 -3.50252
H -5.59448 0.05331 -5.20092
H -6.43919 1.97225 -3.95442
H -3.66647 2.65547 -4.07688
C 5.56754 3.01169 1.92536
C 4.42014 2.24848 2.55991
O 3.14907 2.74042 2.12896
S 2.66442 2.39056 0.62659
C 0.99509 2.95084 0.78514
O 2.66549 0.96185 0.45991
O 3.34537 3.26345 -0.29375
H 5.59895 2.85242 0.84642
H 6.52439 2.68593 2.33857
H 5.45478 4.08563 2.09098
H 4.50133 1.17569 2.36104
H 4.45994 2.37897 3.64376
H 0.47346 2.32172 1.50640
H 0.52813 2.86611 -0.19537
H 1.00064 3.99203 1.10420
C 10.45506 0.60627 -2.11164
C 9.21602 1.36112 -1.66548
O 8.07042 0.50886 -1.59062
S 7.97239 -0.54102 -0.36626
C 6.29388 -1.03842 -0.62003
O 8.06073 0.18095 0.87506
O 8.82113 -1.66738 -0.65224
H 10.75466 -0.13636 -1.37062
H 11.29357 1.29090 -2.25609
H 10.26490 0.07293 -3.04567
H 9.38195 1.86291 -0.70761
H 8.98606 2.13633 -2.39970
H 5.63721 -0.18751 -0.44139
H 6.07755 -1.83552 0.09083
H 6.18553 -1.41023 -1.63765
C -4.16085 -8.83125 -4.04833
C -5.17395 -7.95582 -4.76362
O -4.62883 -6.68020 -5.10518
S -3.57099 -6.59875 -6.32762
C -3.51550 -4.83761 -6.47139
O -4.18358 -7.14857 -7.50758
O -2.28824 -7.05444 -5.85788
H -3.32931 -9.09173 -4.70477
H -4.62357 -9.76118 -3.71048
H -3.74094 -8.30787 -3.18629
H -5.56791 -8.45380 -5.65451
H -6.01973 -7.77063 -4.09737
H -4.49005 -4.47467 -6.79298
H -2.76016 -4.59499 -7.21784
H -3.23466 -4.40858 -5.51252
C -4.01802 1.27995 4.46198
C -2.56322 1.60633 4.74789
O -1.72478 0.45209 4.62337
S -1.39659 -0.10253 3.14461
C -0.13709 -1.25569 3.60342
O -0.80081 0.95539 2.37128
O -2.53255 -0.84658 2.66579
H -4.16166 0.98733 3.42044
H -4.65347 2.14652 4.65571
H -4.35388 0.44532 5.08154
H -2.20372 2.41191 4.10115
H -2.47157 1.95595 5.77770
H 0.71792 -0.71115 4.00109
H 0.15015 -1.80213 2.70497
H -0.54168 -1.94504 4.34282
C -0.52737 2.43297 10.02677
C 0.14923 3.78976 10.09944
O 0.71635 4.17126 8.84287
S -0.28031 4.63964 7.66085
C 0.95093 5.25735 6.55171
O -1.07777 5.73852 8.13226
O -0.87499 3.47095 7.06591
H -1.39643 2.45861 9.36763
H -0.86740 2.11729 11.01527
H 0.15867 1.68189 9.62874
H -0.54298 4.55846 10.45506
H 0.97206 3.74080 10.81593
H 1.43556 6.12218 7.00207
H 0.44619 5.54688 5.63031
H 1.67098 4.46663 6.34673
*
```

Values from the calculation:
* SMILES string: C=CCO[P@](=O)(OC[C@H](O)CN)OC[C@H](O)C(F)(F)F.CCOS(C)(=O)=O.CCOS(C)(=O)=O.CCOS(C)(=O)=O.CCOS(C)(=O)=O.CCOS(C)(=O)=O
* HOMO-LUMO gap: 7.725 eV
* molar mass: 944.01 g/mol

---

# C6H21ClI2NP2Ru

C6H21ClI2NP2Ru as an isolated structure at a distorted geometry (ωB97M-V/def2-TZVPD, OMol25).

Structure (ORCA input):
```
! RIJCOSX wB97M-V def2-TZVPD def2/J DEFGRID3
* xyz 2 6
I 0.16960 1.12587 -3.89253
I -0.26312 2.65612 -1.52487
Ru 0.00448 -0.83631 -0.27167
P -2.06538 -0.01233 -0.22980
C -2.91541 1.09831 0.94456
C -2.71842 0.36876 -1.87381
H -3.80583 0.25998 -1.94268
H -3.91692 -1.60812 -0.12398
H -2.19996 -0.28697 -2.58193
H -2.35502 -2.39014 -0.44907
H -2.65724 2.14355 0.73175
H -2.44166 1.41300 -2.08231
C -2.85252 -1.61608 0.14396
H -4.00404 0.97039 0.83811
H -2.78469 -1.83626 1.21522
H -2.65217 0.85850 1.98678
P 2.06904 -0.00250 -0.21624
C 2.90568 1.11610 0.96120
C 2.87328 -1.59858 0.14670
H 2.26176 -0.27417 -2.54284
H 3.83326 0.32664 -1.93099
H 2.42444 1.45108 -2.02887
C 2.74354 0.41851 -1.84016
H 2.38086 -2.37558 -0.44648
H 3.93809 -1.58222 -0.11927
H 3.99610 1.00186 0.85515
H 2.63966 0.87116 2.00086
H 2.80386 -1.81558 1.21836
H 2.63765 2.15957 0.74801
Cl -0.01678 -2.11269 -2.20921
N 0.00098 -1.43508 1.71850
H 0.01513 -2.46512 1.86557
H -0.83446 -1.08190 2.19449
H 0.82352 -1.05749 2.20108
*
```

Values from the calculation:
* <S²>: 8.769
* HOMO-LUMO gap (spin up / spin down): 5.944 / 5.720 eV
* energy relative to the best compared isomer or geometry (same formula, charge and spin): 0.0 kJ/mol
* molar mass: 559.52 g/mol

---

# C5H10O2

The molecule C5H10O2 at a distorted geometry (ωB97M-V/def2-TZVPD, OMol25).

Structure (ORCA input):
```
! RIJCOSX wB97M-V def2-TZVPD def2/J DEFGRID3
* xyz 0 1
C -1.18314 -0.88982 0.84044
C -0.56019 -0.05156 -0.34205
C 0.91846 0.04935 -0.81195
C 1.85274 -0.30925 0.32102
O 1.55344 0.45883 1.46595
C -1.48469 0.78943 -1.10533
O -1.05688 1.22992 0.15726
H -0.48559 -1.63027 1.20467
H -1.43620 -0.25332 1.71778
H -2.13381 -1.34130 0.54879
H 1.07933 1.10850 -1.07848
H 1.18101 -0.52150 -1.71914
H 2.90165 -0.14019 0.04770
H 1.73702 -1.38199 0.53702
H 0.71627 0.91557 1.30485
H -2.51948 0.49084 -1.24966
H -1.07996 1.47675 -1.83887
*
```

Values from the calculation:
* SMILES string: C[C@@]1(CCO)CO1
* HOMO-LUMO gap: 10.964 eV
* energy relative to the best compared isomer or geometry (same formula, charge and spin): 305.4 kJ/mol
* molar mass: 102.13 g/mol